(1)
This record from OMol25 describes a 8-piece molecular cluster, C28H60O8 overall. The level of theory is wB97M-V/def2-TZVPD.

```
96
Properties=species:S:1:pos:R:3:forces:R:3:lowdin_charge:R:1
H 6.5566 0.7116 0.4278 -0.0584 -0.0342 -0.0988 0.1081
H 2.8795 -1.7206 -6.1576 -0.0450 -0.0202 -0.0431 0.1061
H 1.3598 5.9556 -2.0261 -0.1253 -0.0017 0.5176 0.1134
H -5.1308 -5.6704 -2.1894 -0.2345 0.0841 -0.1808 0.1138
H -1.3662 -2.7735 5.6868 0.0982 -0.1742 -0.0223 0.1213
C 1.3407 3.8279 -2.4413 -0.0248 -0.3073 0.6582 -0.2101
C 0.2111 -1.0422 -0.1091 0.2020 -0.0414 0.4259 -0.1396
H 1.1417 -1.6433 -5.8749 -0.0222 0.1939 -0.0367 0.1071
H 5.2890 -0.8288 2.5995 0.2350 -0.0207 0.1025 0.1012
H 2.5945 2.5157 1.5701 0.3548 -0.2773 0.0739 0.0957
C -4.8233 -5.0222 -0.1788 -0.7603 -0.0310 -0.0412 -0.2153
H -2.5980 -5.1406 -2.0422 -0.0170 0.0588 -0.0203 0.1211
C 2.2638 -2.2902 -4.1424 0.4207 -0.0532 -0.5808 -0.2032
H 2.1449 3.6529 -1.7121 0.1864 0.1186 -0.1776 0.1206
C -4.2289 -3.7220 -2.0280 -0.0990 0.7026 0.1830 -0.1806
C 2.9931 3.3258 2.1775 -0.7678 0.8013 0.3588 -0.3172
H 0.1052 5.4078 -3.0869 -0.0332 0.0338 0.0614 0.1114
H -0.1288 2.7541 -0.2639 -0.2069 0.3495 0.2977 0.0987
C -1.6629 -3.7054 3.0829 -0.2414 -0.0660 -0.1751 -0.1563
H 0.7129 0.1465 -3.4261 0.0000 -0.0717 0.2375 0.1068
C -2.9841 -4.3233 -1.4173 0.1234 -0.4297 -0.3791 -0.2085
C -1.6708 0.3988 0.3816 0.1113 -0.1008 -0.5102 -0.2070
H 1.8229 4.8439 1.0949 -0.0237 -0.3293 -0.1412 0.0552
C -5.2761 -4.7500 -1.6193 0.4120 -0.0155 0.2473 -0.1616
H -0.1552 5.1263 -0.0757 0.2787 0.1543 -0.0593 0.0867
H 1.7175 3.7540 -3.4585 0.0800 -0.1805 0.0059 0.1206
O 0.3456 2.8319 -2.2304 -0.2791 0.1045 -0.6194 -0.1551
H 5.2925 1.2284 1.5103 -0.1797 0.0793 -0.1612 0.0891
O 2.0103 -1.4453 -3.0389 -0.2475 0.1532 0.0199 -0.1557
H 3.2893 -2.6703 -4.0837 -0.0597 -0.0670 0.2245 0.1166
O 4.6892 -1.2626 -0.5216 0.2306 0.1923 -0.1266 -0.1513
H 4.8035 0.6769 -1.2021 -0.1393 -0.0188 -0.0888 0.1200
H -4.1526 -3.4564 -3.0812 0.0192 -0.4119 -0.1170 0.1143
H 4.5948 4.4488 2.1662 -0.1000 -0.0054 0.0559 0.0838
O -4.6739 5.0811 1.4056 -0.0543 0.0372 -0.0226 -0.0706
C 5.7080 -0.9112 1.5967 -0.9369 -0.5363 -0.2427 -0.1469
H 1.3273 -0.0023 1.4586 -0.0970 0.0960 0.1082 0.1136
C 2.1175 -1.4525 -5.4271 0.0568 -0.2871 0.1582 -0.1611
C 4.5840 0.1401 -0.2842 -0.0086 -0.5420 0.5890 -0.1954
H -2.6253 4.7667 1.1538 -0.1078 0.0701 -0.0698 0.0965
C 4.8011 -1.8621 0.7632 0.2843 0.6070 -0.2010 -0.1972
H -3.8518 2.6092 0.7763 0.2218 -0.0419 -0.0459 0.0703
H -1.0404 -0.2082 -1.6188 0.0226 0.2683 0.1627 0.1075
C -3.4575 4.4626 1.7989 0.3877 -0.2741 0.1309 -0.3197
H -2.1692 -3.6129 -1.2854 -0.0450 0.0177 0.3229 0.1003
H -2.6211 2.5030 2.0870 0.0080 -0.0835 -0.1435 0.0684
C 1.7763 -0.1064 -3.4730 0.3662 -0.0878 -0.3692 -0.1963
H 3.7993 -1.9165 1.2079 0.0527 -0.2401 0.0687 0.1117
O -3.4132 -4.8725 -0.1690 0.3667 0.1676 0.1445 -0.1421
H -1.9572 -4.2970 2.2163 0.0470 -0.0246 0.0067 0.0953
C -2.2323 -3.3641 5.3525 0.0939 0.0884 0.2244 -0.2276
H -3.1930 4.7999 2.8061 -0.1274 0.0175 0.0063 0.1094
C 5.5880 0.4232 0.8399 0.5264 0.1246 0.1265 -0.1534
O -0.5407 0.8360 1.1431 -0.0361 -0.4797 0.2144 -0.1570
O -3.0930 -2.5261 4.6058 -0.2437 -0.1865 -0.0261 -0.1406
C -3.5668 2.9474 1.7737 -0.3109 0.1443 0.0979 -0.0866
H -4.3496 2.5903 2.4461 0.0364 0.1382 0.0865 0.0785
H 2.3429 0.5465 -2.8081 -0.1779 0.1381 0.0140 0.1097
H 1.5725 0.6608 -5.4535 0.2543 0.0694 -0.2558 0.1067
H -1.5182 2.9746 -1.3481 0.1172 -0.2358 -0.1298 0.1137
H 6.7106 -1.3254 1.6540 0.1407 0.2535 0.0106 0.1007
C -1.8273 -4.4717 4.3999 0.0857 0.2766 -0.1655 -0.1649
C -0.4857 3.2708 -1.1577 0.1250 0.0775 -0.0404 -0.1856
H -0.9134 -4.9595 4.7338 -0.0583 -0.2177 -0.1060 0.1100
H 0.1986 -1.8728 0.6023 -0.3097 -0.0286 -0.0638 0.1088
H -6.3017 -4.3976 -1.6909 -0.0412 -0.0925 -0.0248 0.1117
H 3.0600 3.0416 3.2327 0.0495 -0.4227 -0.1110 0.1133
H -4.4295 -2.7732 -1.5124 -0.0852 -0.0936 0.0199 0.1153
C -0.3869 4.8122 -1.0912 -0.0712 -0.0939 0.0768 -0.1503
H -2.0143 -1.5630 3.1319 -0.1212 0.0064 -0.0308 0.1085
H -0.6275 -3.3952 2.9402 -0.0256 0.0943 0.0101 0.1014
H -2.6429 -5.1853 4.2867 0.0757 -0.1462 0.2241 0.1134
H -1.3305 5.2830 -1.3662 -0.0879 -0.0847 0.1570 0.1007
H 1.5776 -3.1391 -4.1378 -0.0186 -0.0140 0.0955 0.1136
H -4.5169 5.5963 0.6130 -0.0422 0.0323 -0.0230 0.0755
H 0.8869 -1.3209 -0.9157 0.0544 0.0735 -0.0009 0.0960
H 3.2651 0.3861 -4.9817 0.1039 -0.1838 -0.1595 0.1085
H 3.5583 0.3324 0.0615 0.0260 0.3023 -0.1468 0.0997
H -2.0691 1.2622 -0.1488 -0.2493 -0.0104 0.1226 0.0791
O 4.2640 3.6880 1.6797 0.2092 -0.2307 -0.3664 -0.0794
C -1.1658 -0.6341 -0.6170 0.1468 -0.3389 -0.8779 -0.1422
H -1.8407 -1.4749 -0.7859 -0.0607 0.0044 0.3854 0.0902
H -5.2920 -4.3207 0.5239 0.1697 0.1071 -0.0731 0.1159
C 0.6449 5.1453 -2.1719 0.0370 0.1450 -0.7713 -0.1644
H 2.4027 5.3616 2.6335 0.0852 -0.2289 0.0399 0.0758
C 2.2554 -0.0160 -4.9404 -0.6757 0.2728 0.7499 -0.1547
H 1.1463 0.9209 -0.0469 0.0034 -0.0778 -0.0122 0.0992
H -2.7453 -3.7372 6.2392 -0.1700 0.1574 -0.0488 0.1189
H -3.4526 -2.4490 2.5999 0.0327 -0.1723 -0.0632 0.1125
C 0.6476 0.2143 0.6332 0.0855 0.2458 -0.2819 -0.2072
H -5.1099 -6.0218 0.1566 0.2363 -0.0610 -0.0344 0.1159
H 1.0470 4.2850 2.5983 0.0149 -0.3486 -0.1501 0.0772
H -2.4531 -0.0402 1.0040 0.1581 0.2333 0.3777 0.1123
C 2.0022 4.4803 2.1074 0.1553 0.9894 0.2022 -0.0875
C -2.5934 -2.4866 3.2690 0.4293 0.3868 0.0844 -0.1908
H 5.2373 -2.8451 0.6092 -0.1915 -0.1453 0.1500 0.1162
```
Positions in Å, forces in eV/Å.

Results
**Total charge**: 0
**Energy relative to the best compared isomer or geometry (same formula, charge and spin)**: 0.0 kJ/mol
**Orbital gap**: 9.96 eV
**SMILES string**: C1CCOC1.C1CCOC1.C1CCOC1.C1CCOC1.C1CCOC1.C1CCOC1.CCO.CCO

***

(2)
This record from OMol25 describes a 14-piece molecular cluster, C28H62BCl26N2O2Si overall. The level of theory is wB97M-V/def2-TZVPD.

```
122
Properties=species:S:1:pos:R:3:forces:R:3:lowdin_charge:R:1
H -6.7921 0.4101 -6.8951 -0.0239 0.0415 0.0254 0.0319
H -6.4219 -3.7489 -5.5885 0.0364 0.0152 0.0010 0.0209
H -0.3017 -2.5431 -0.1266 -0.0967 -0.1491 0.0839 0.0836
H 2.6650 4.1967 1.0084 0.0696 0.0853 -0.1351 0.0548
Cl 7.0242 -1.5202 -0.3638 -0.0353 0.0164 0.0383 0.5115
H -6.0152 -1.0381 -6.1988 0.0191 0.1086 0.0306 -0.0568
C 7.2952 3.1220 -6.1866 -0.0569 -0.0142 0.1299 -1.0323
H 3.0432 4.4607 2.7196 -0.0668 0.1063 -0.0006 0.0777
H -0.3355 -0.7202 0.8821 -0.1697 0.1664 0.1767 0.0938
Cl 2.5997 -5.8334 6.2846 0.0129 -0.0125 0.1203 0.5379
H -2.2641 -1.0290 2.4613 -0.0895 0.0200 0.1533 0.0228
C -10.0317 8.6217 0.3725 -0.0135 0.0285 0.0741 -1.0373
H -4.2649 2.2658 1.8343 0.0942 0.0623 0.0359 0.0351
H 1.3049 0.7224 -1.1559 0.1175 -0.0826 -0.0867 0.1635
H -0.8840 2.1336 0.0047 -0.0066 0.0740 -0.1150 0.1279
H 8.2919 7.1466 -4.7479 -0.0260 -0.0119 0.0467 0.0272
C 3.0370 -4.1458 6.0203 -0.0857 -0.0289 0.0074 -1.0151
H -8.7437 2.4735 -2.2329 -0.0132 0.0178 0.0620 -0.0029
Cl 7.7647 4.4646 -7.2294 -0.0121 0.0669 -0.0381 0.5325
Cl -6.6743 2.9141 -1.1914 -0.0125 0.0169 -0.0007 0.5280
H -4.3302 0.8710 2.9473 0.1297 0.1166 0.0898 0.0250
O -2.4962 0.8930 -0.2482 0.1499 0.0679 0.3410 -0.1998
C 8.6649 1.3272 -2.7523 0.0487 0.0177 0.0422 -1.0187
C 3.4257 -0.3410 -0.4441 0.1218 0.4912 -0.4550 -0.0986
H -3.6563 -2.0095 1.9975 -0.1154 0.0687 0.1391 0.0126
H -2.2389 -1.9599 0.9832 -0.1070 -0.0680 -0.0962 0.0052
H -5.5693 1.1012 1.7426 -0.0670 0.0660 -0.0341 0.0285
H 1.3702 -5.3592 1.2842 -0.2567 -0.2309 -0.2253 0.1149
H 8.7099 2.1383 -3.4682 -0.0325 0.0101 -0.0071 -0.0413
Cl -8.4269 0.5803 -0.8764 -0.0919 0.0255 0.0404 0.5214
C 3.9157 0.9195 0.2736 0.2880 -0.1272 0.5184 -0.1216
Cl 9.8993 -0.4417 1.8393 -0.0136 0.0145 -0.0009 0.5116
Cl 4.0758 -3.9592 4.5979 0.0550 0.1310 -0.0335 0.4924
H -2.2575 -2.2599 6.2329 0.0057 0.0316 -0.0314 0.0248
C 3.3558 3.9498 1.8083 0.0224 -0.2246 0.2105 0.0291
H 9.5582 0.7179 -2.8109 -0.0157 -0.0406 0.0399 0.0359
C -4.8949 -0.5892 -0.4989 0.4485 -0.1510 0.3010 -0.1499
C -1.2590 1.1799 0.3731 -0.2173 -0.2950 -0.0224 -0.2458
C 0.6766 -4.6977 1.7999 0.1662 0.3251 0.6820 -0.2290
Cl 9.3650 -3.0486 3.0670 0.1512 -0.0821 0.1440 0.5461
C 1.1664 0.4027 -0.1236 -0.5273 0.3582 0.2272 -0.2101
Cl -9.2617 8.0392 -1.1110 0.0417 -0.0628 0.0287 0.4897
H -9.0129 4.3779 -0.1468 -0.0297 0.0543 -0.0287 -0.0056
C 1.6235 1.5323 0.8160 0.6532 -0.1491 -0.1218 -0.1097
Cl 8.4290 1.7696 -6.2921 0.0205 -0.0035 -0.0497 0.5251
H 0.4067 -2.6103 2.0606 0.0632 0.0992 0.0920 0.1023
H 3.5663 -3.7763 6.8898 0.0687 -0.0518 -0.0126 0.0260
H 6.3523 -1.2697 1.8653 -0.0228 -0.0173 0.0315 0.0279
Cl 10.3112 7.6555 -3.6644 -0.0184 -0.0115 -0.0096 0.5274
C 9.2017 6.5991 -4.5364 0.0522 0.0887 -0.1204 -1.0274
H -3.2077 -3.7627 6.3560 -0.0439 -0.0274 -0.0414 0.0295
Si -3.6333 0.0952 0.6873 -0.8862 -0.2384 -0.1111 0.4200
C -2.8818 -1.3446 1.6187 0.5390 0.1042 -0.2662 -0.1851
C -0.2967 0.0260 0.0874 0.4865 -0.3476 -0.1542 -0.1219
C 6.5462 -2.1218 1.2234 0.0812 0.1532 -0.0124 -1.0037
C 0.7770 -4.9295 3.3200 0.0203 0.3122 -0.3377 -0.1397
N 2.0784 -0.7779 0.0441 0.5445 0.2393 -0.4648 -0.0419
H 3.8407 1.3417 3.6859 0.4005 -0.5829 -0.0526 0.1054
C -9.8689 3.9204 0.3339 0.0576 0.0143 -0.0111 -1.0346
H 6.3124 2.7745 -6.4803 0.0284 -0.0186 -0.0990 0.0287
H 1.5584 2.4632 0.2455 -0.1865 0.1290 0.0921 0.1272
Cl 8.5491 2.0106 -1.1249 0.0018 0.0092 -0.0108 0.4958
Cl 7.2692 0.3075 -3.1419 -0.0306 0.0396 -0.0657 0.4672
H -5.4684 -5.5975 0.1988 0.0528 -0.0393 -0.0145 0.0273
Cl -11.4944 9.5517 0.0360 0.0005 -0.0009 0.0275 0.5092
C -7.8860 1.8706 -1.9585 0.0559 -0.0374 -0.0803 -1.0125
H 0.9649 1.5810 1.6805 -0.1424 0.1329 -0.0183 0.1370
H 2.0631 -3.0220 1.6875 0.1413 -0.2240 -0.0234 0.0868
H 9.6759 6.2707 -5.4527 0.0245 -0.0448 0.0223 0.0117
H 4.8651 0.6746 0.7496 0.0943 0.0982 -0.0004 0.1189
H 7.2878 3.4841 -5.1652 0.0196 -0.0040 -0.0035 -0.0343
Cl -5.5916 -3.0828 -7.6865 0.0076 -0.0778 -0.0479 0.5322
H -9.5815 3.0067 0.8404 -0.0551 -0.0166 0.0137 0.0115
Cl -3.4218 -4.5718 -0.3360 0.0141 0.0104 -0.0376 0.5006
Cl -11.0708 3.5245 -0.9021 0.0429 -0.0125 -0.0190 0.5239
Cl -10.5043 5.0531 1.5338 -0.0035 -0.0279 0.0584 0.5414
C 0.7070 -2.9372 -0.0332 0.0740 -0.0791 -0.1262 -0.1681
Cl -2.2499 -3.4896 4.2279 0.1432 -0.0160 0.1873 0.5386
H 1.2342 -1.6360 -1.6705 0.0360 0.1348 -0.0448 0.1420
Cl -5.0938 0.9599 -5.3642 0.0023 -0.0019 -0.0027 0.5116
H 2.5909 -2.5131 -1.0112 0.1143 -0.0378 0.1990 0.1264
H 10.1820 -1.0922 4.0783 -0.0418 -0.0034 0.0020 0.0277
H -1.3990 1.2629 1.4551 0.1274 0.2606 0.0988 0.1159
Cl -4.5303 -5.1768 2.3125 -0.0687 -0.0047 -0.1193 0.5053
H 11.3842 -1.8496 2.9994 -0.0078 -0.0280 -0.0610 0.0291
Cl -5.3801 -5.6977 -6.3753 -0.0058 0.0042 0.0161 0.5173
H 7.3392 -2.7331 1.6388 -0.1478 -0.0215 -0.1530 -0.0534
H -0.3534 -4.8816 1.4978 0.0265 -0.1711 -0.3453 0.1033
O 4.2500 2.0886 3.2449 -0.3657 0.5105 0.0675 0.1690
C -2.9697 -2.9071 5.7364 -0.0282 0.0271 0.0298 -0.9897
H -0.0680 -5.4990 3.6955 0.0996 -0.2280 0.0359 0.0578
H -4.3891 -1.1852 -1.2586 -0.1090 0.0790 -0.2370 0.0361
H 2.1276 -3.5807 5.8539 -0.0035 -0.0102 -0.0441 0.0132
H 1.7103 -5.4146 3.5818 0.0070 -0.1240 0.1052 0.0260
C 1.0252 -3.2591 1.4304 -0.3780 0.3615 -0.0397 -0.2176
C -4.4979 1.2069 1.9244 -0.0156 -0.1536 -0.0941 -0.1388
H 4.3473 4.3516 1.5880 0.0191 0.0804 -0.1370 0.0833
C -4.8937 -4.7866 0.6287 -0.0691 -0.0032 0.0505 -1.0025
H -9.3307 9.2585 0.8979 0.0180 0.0503 -0.0709 0.0244
H -0.6625 -0.4692 -0.8114 -0.0824 0.0055 -0.0387 0.1293
H 0.7452 -3.9638 3.8287 0.0141 -0.0131 0.1272 0.0408
H -7.4376 1.4067 -2.8282 0.0524 0.0732 0.0523 -0.0556
H -5.5193 0.1857 -0.9307 -0.0048 -0.0041 -0.2088 -0.0179
H 0.7082 -3.8630 -0.6105 0.1029 -0.0272 -0.0912 0.1289
H -5.4556 -3.8606 0.6021 0.0405 0.0324 0.0060 0.0123
Cl -4.4506 -1.9901 5.4395 0.0012 0.0169 0.0129 0.5176
Cl 8.7769 5.1618 -3.5869 -0.0338 -0.0597 0.0904 0.5186
H -7.3150 -4.4941 -6.9396 0.0173 -0.0158 -0.0538 0.0284
B 3.5145 2.4305 2.1417 0.3103 -0.1106 0.1483 -0.5696
H 4.1318 1.7292 -0.4320 -0.1888 -0.0142 -0.1801 0.1400
C -6.3377 -4.2277 -6.5571 -0.0520 -0.0211 0.0459 -1.0146
C 1.6727 -1.9972 -0.7417 -0.2029 -0.2072 0.0639 -0.0984
H -5.5317 -1.2714 0.0680 -0.1632 0.0384 0.0094 0.0298
Cl -7.7249 -0.2061 -4.8253 -0.0832 -0.1298 -0.0825 0.5377
H -10.2966 7.7641 0.9772 -0.0420 -0.0368 -0.0617 -0.0368
C 10.3448 -1.5723 3.1216 0.0164 0.0564 0.0133 -0.9874
H 4.1365 -1.1483 -0.3403 -0.0934 -0.2262 0.1042 0.0436
C -6.4030 -0.0479 -5.9942 0.0521 -0.0024 0.0310 -1.0145
N 2.9811 1.3056 1.3278 -0.7204 -0.0004 -0.0084 -0.0325
Cl 5.0565 -3.0863 1.1168 -0.0691 -0.1598 0.1628 0.5339
H 2.1798 -0.9720 1.0440 -0.1590 -0.1889 0.0029 0.1746
H 3.2963 -0.1338 -1.5047 -0.0159 -0.1517 -0.0925 0.1415
```
Positions in Å, forces in eV/Å.

Results
**Total charge**: +1
**Orbital gap**: 9.71 eV